No. 1
{"formula": "C20H18F2N2", "method": "wB97M-V/def2-TZVPD", "orbital_gap_ev": 8.16, "charge": 0, "smiles": "Cc1cn([C@H](/C=C/c2cccc(F)c2)c2cccc(F)c2)c(C)n1", "total_energy_ev": -29445.56233, "species": ["C", "C", "C", "N", "C", "C", "C", "C", "C", "C", "C", "C", "F", "C", "C", "C", "C", "C", "C", "F", "C", "C", "C", "N", "H", "H", "H", "H", "H", "H", "H", "H", "H", "H", "H", "H", "H", "H", "H", "H", "H", "H"], "coordinates": [[-1.2408, -0.7603, 3.3367], [-2.0432, -0.1399, 2.2249], [-3.1343, -0.6851, 1.5050], [-3.5399, 0.2532, 0.5287], [-4.2982, 0.1563, -0.6949], [-5.3472, -0.9472, -0.5936], [-6.2713, -0.8342, 0.4043], [-7.6099, -1.5080, 0.4515], [-8.5739, -1.2164, 1.4628], [-9.7991, -1.9030, 1.5472], [-10.1503, -2.8973, 0.6257], [-9.2230, -3.1590, -0.3874], [-9.5706, -4.1155, -1.3189], [-8.0053, -2.4945, -0.5076], [-3.5617, -0.2364, -2.0810], [-2.1944, -0.0415, -2.1315], [-1.4647, -0.2224, -3.3229], [-2.0733, -0.6096, -4.5154], [-3.4252, -0.9161, -4.4487], [-4.1494, -1.2498, -5.5657], [-4.1637, -0.7998, -3.2617], [-2.6838, 1.3241, 0.6897], [-2.7997, 2.5834, -0.0744], [-1.8079, 1.0884, 1.6874], [-1.4666, -1.8531, 3.3713], [-0.1615, -0.5919, 3.1722], [-1.4929, -0.2965, 4.3074], [-3.5817, -1.6943, 1.4430], [-4.7275, 1.1882, -0.6320], [-5.2772, -1.7550, -1.3597], [-6.0429, -0.0654, 1.1998], [-8.3095, -0.5004, 2.2256], [-10.5028, -1.6736, 2.3567], [-11.1201, -3.4068, 0.6536], [-7.3258, -2.7834, -1.3035], [-1.5822, 0.2461, -1.2669], [-0.3894, -0.0636, -3.3830], [-1.6123, -0.7561, -5.4840], [-5.2346, -1.0256, -3.2658], [-3.3597, 2.4634, -1.0132], [-3.2679, 3.3914, 0.4944], [-1.8307, 2.9807, -0.3763]], "lowdin_charge": [-0.054, -0.338, -0.005, -0.037, -0.208, -0.051, -0.027, -0.185, -0.044, -0.078, -0.016, -0.248, 0.027, 0.038, -0.114, -0.047, -0.059, -0.017, -0.252, 0.037, 0.034, -0.360, -0.024, 0.123, 0.082, 0.077, 0.075, 0.120, 0.151, 0.108, 0.135, 0.100, 0.108, 0.121, 0.114, 0.118, 0.109, 0.119, 0.117, 0.072, 0.087, 0.087]}

No. 2
{"formula": "C11H23FNO2P2Pr", "method": "wB97M-V/def2-TZVPD", "spin_multiplicity": 3, "orbital_gap_ev": [5.44, 5.99], "charge": 2, "total_energy_ev": -52714.00686, "species": ["Pr", "P", "C", "C", "N", "C", "C", "C", "C", "C", "P", "H", "H", "H", "H", "H", "H", "H", "H", "O", "H", "H", "O", "H", "C", "H", "H", "H", "C", "H", "H", "H", "C", "H", "H", "H", "C", "H", "H", "H", "F"], "coordinates": [[0.7724, 1.0322, -0.6380], [2.2375, -1.1327, 0.4476], [2.2229, -1.4592, -1.3059], [1.0466, -1.5912, -2.1272], [-0.0969, -0.8838, -1.7388], [-1.2878, -1.2469, -2.2877], [-1.3992, -2.2351, -3.2640], [-0.2512, -2.8190, -3.7859], [0.9662, -2.4615, -3.2370], [-2.5121, -0.5569, -1.7496], [-2.2813, 1.1295, -0.9611], [1.9095, -2.8330, -3.6292], [-2.3861, -2.4841, -3.6689], [-0.3139, -3.4763, -4.6556], [-3.2404, -0.4560, -2.5736], [-2.9379, -1.1935, -0.9486], [3.5829, 2.5863, -2.1750], [3.2023, -1.7436, -1.7339], [-0.8772, 5.7565, -2.3916], [2.6793, 2.2094, -2.1083], [2.0910, 2.8262, -2.6282], [0.7792, 2.2089, 1.6019], [-0.8605, 4.7992, -2.3586], [-0.9703, 4.5691, -1.4483], [-2.8676, 2.1314, -2.3807], [-3.9066, 1.8876, -2.6493], [-2.7895, 3.1928, -2.1203], [-2.2117, 1.9584, -3.2429], [-3.8344, 1.1175, 0.0245], [-3.7501, 1.8711, 0.8169], [-4.7170, 1.3675, -0.5833], [-4.0066, 0.1377, 0.4917], [2.2266, -2.8300, 1.1343], [3.1960, -3.3134, 0.9400], [2.0756, -2.8532, 2.2245], [1.4276, -3.4129, 0.6592], [3.9800, -0.6004, 0.7177], [4.1119, -0.3659, 1.7834], [4.6745, -1.4131, 0.4590], [4.2214, 0.2966, 0.1271], [0.1795, 1.5545, 1.9602]], "mulliken_spin": [2.255, -0.020, -0.167, 0.024, -0.029, 0.018, -0.031, 0.012, -0.029, -0.001, -0.009, 0.000, -0.001, 0.000, 0.000, 0.001, 0.000, -0.003, 0.000, 0.001, 0.001, 0.000, 0.000, 0.000, -0.001, 0.000, 0.001, 0.000, 0.000, 0.000, 0.000, 0.000, -0.019, -0.001, 0.000, 0.001, -0.005, -0.001, 0.000, 0.002, 0.000]}

No. 3
{"formula": "C4H12S", "method": "wB97M-V/def2-TZVPD", "orbital_gap_ev": 9.39, "charge": 0, "smiles": "CSC.CC", "total_energy_ev": -15177.03338, "species": ["C", "S", "C", "H", "H", "H", "H", "H", "H", "C", "C", "H", "H", "H", "H", "H", "H"], "coordinates": [[-1.4364, -0.5080, -2.4900], [-2.0729, -1.4801, -1.2148], [-0.7390, -2.7428, -1.0131], [-1.8609, 0.4887, -2.6279], [-0.3785, -0.2106, -2.4487], [-1.5593, -0.9206, -3.5003], [-0.7198, -3.1868, -0.0284], [0.1391, -2.1591, -1.2717], [-0.9162, -3.5408, -1.7304], [1.5647, 1.2210, 1.7549], [0.8000, 2.3995, 2.3750], [2.6001, 1.3587, 1.4363], [1.4988, 0.3842, 2.4474], [1.1884, 0.8074, 0.8082], [0.1798, 2.0848, 3.2049], [0.1986, 2.8595, 1.5910], [1.5136, 3.1451, 2.7075]], "lowdin_charge": [-0.537, 0.727, -0.377, 0.036, 0.041, 0.037, 0.026, 0.018, 0.026, -0.177, -0.158, 0.058, 0.054, 0.052, 0.058, 0.059, 0.056]}